Here is a cluster of 2 separate species, C40H39OSi in total in a non-equilibrium geometry from the Open Molecules 2025 dataset. Energies are from ωB97M-V/def2-TZVPD.

* lowest unoccupied orbital energy: -5.0 eV
* frontier orbital gap: 5.38 eV
* net charge: +1
* E: -52032.1785 eV

The geometry in XYZ format:
```
81
Properties=species:S:1:pos:R:3:forces:R:3:mulliken_charge:R:1
H -1.731706 4.053570 0.621892 0.281 0.148 -0.078 0.4664
C 0.841044 -5.247879 3.737015 -0.058 0.028 -0.141 -0.6604
C 1.323413 1.522230 -2.423049 -0.186 0.316 0.398 -0.4322
H -1.620555 -6.041668 0.837922 0.182 0.083 0.256 0.3977
C 0.305177 2.552948 -0.391134 -0.232 0.627 -0.751 0.2799
H -2.895219 -3.486227 1.533927 -0.101 0.048 -0.288 0.4317
H -1.383919 -7.631600 2.723977 0.209 0.285 0.013 0.3849
H -2.620700 7.999266 3.082348 0.263 -0.189 -0.133 0.3952
H 0.327628 1.425464 -2.866416 0.382 0.025 0.139 0.5571
C 2.674397 -4.699879 -3.190892 -0.188 0.174 0.192 -0.5380
H -1.480157 -3.812814 -2.528463 -0.256 0.159 0.170 0.4302
C -3.625361 -3.625413 -2.283975 0.221 -0.128 0.050 -0.6479
C -0.721750 0.367811 1.183788 0.449 -1.248 0.064 -1.0694
H 1.346713 3.872320 0.945807 -0.428 0.082 -0.466 0.2372
H -0.734961 9.464576 4.489412 0.058 -0.044 -0.224 0.3197
C -1.722621 7.542503 2.659963 -0.098 -0.224 -0.079 -0.6101
C -2.378974 0.419222 -0.549534 -0.500 0.037 0.029 -1.4759
C 0.642735 7.654124 2.183079 0.070 -0.190 -0.112 -0.7872
C -4.420299 -3.494027 -0.001875 0.174 -0.036 0.046 -0.7062
H 4.879185 2.070305 -0.966604 -0.355 -0.092 -0.043 0.3296
H -5.714371 -3.506069 -1.735312 0.338 -0.001 0.117 0.3855
C 0.096139 -6.433672 3.759244 -0.009 0.243 -0.218 -0.4234
C 3.729620 1.406617 -2.659365 -0.237 0.006 -0.006 1.1129
C 4.931716 1.132135 -3.507038 0.297 -0.062 -0.018 -1.4033
C -0.635618 5.684715 1.499873 0.187 0.876 0.526 0.1338
C 0.591538 6.407087 1.574696 -0.393 -0.169 0.128 -0.6526
H -0.211588 0.508062 2.131698 -0.203 -0.270 0.000 0.4907
C -2.033803 -3.568607 -0.448757 -0.249 -0.136 -0.218 0.6957
H 2.887561 2.604971 0.427720 0.079 -0.176 -0.355 0.4313
H -3.817139 -3.651030 -3.358655 -0.020 -0.092 0.338 0.4190
H 3.351705 -4.996935 -3.994767 -0.221 0.100 0.267 0.3698
H -1.907924 2.110583 0.800492 -0.357 0.000 0.101 -0.6817
C -4.683624 -3.535730 -1.374799 0.180 0.072 0.092 -0.5048
H -3.263991 -0.216392 -0.420948 0.148 0.173 -0.173 0.2619
H -2.744279 5.768847 1.985085 0.178 0.181 0.049 0.3715
H -2.620576 1.187197 -1.292056 -0.061 -0.119 0.090 0.4420
C 0.709342 -4.348195 2.671457 -0.044 -0.446 0.335 -0.4011
C -2.304893 -3.685480 -1.821456 -0.488 0.146 0.112 -0.2512
Si -0.299995 -3.459338 0.185502 0.108 0.071 -0.077 -0.2881
H 1.528831 -5.019685 4.552405 -0.187 -0.095 -0.209 0.3870
C -0.922562 -5.813216 1.647924 0.137 -0.131 0.361 0.0891
H 0.646378 -6.054570 -0.802807 0.172 0.192 -0.175 0.3380
C -1.795380 6.302788 2.049576 0.288 -0.257 -0.299 -0.6767
C 0.372269 3.619437 0.509637 -0.231 0.080 0.843 -0.4424
H -2.819879 0.801325 1.548042 0.465 0.078 -0.009 0.5338
C 0.911058 -3.929472 -1.137921 0.355 0.073 -0.062 0.3025
H -0.499108 0.131749 -1.594012 -0.156 -0.453 0.099 -1.0317
C -0.791280 -6.714197 2.715007 0.116 0.249 -0.193 -0.7983
H 0.542061 9.993930 3.376010 -0.174 -0.009 0.037 0.3595
C -2.006691 1.024080 0.837560 -0.423 0.648 -0.510 0.2858
C -3.098922 -3.511449 0.460205 -0.365 0.158 -0.328 -0.2397
C -0.171919 -4.624664 1.619463 0.077 0.129 0.365 0.3407
H -5.238057 -3.445918 0.719071 0.179 -0.031 -0.255 0.3947
C -0.459948 9.560431 3.430716 0.148 0.279 0.062 -1.3841
H 0.207477 -7.137003 4.588136 -0.048 0.261 -0.271 0.3767
C 1.449543 2.081672 -1.116550 0.919 -0.550 -0.132 0.2463
H 2.202753 -6.734456 -2.615533 -0.032 0.342 0.045 0.3943
H 1.447526 -1.896086 -1.671569 0.024 -0.298 -0.083 0.2854
C -0.726366 4.405239 0.870373 0.546 -0.594 -0.413 -0.0367
H 1.293854 -3.425258 2.657397 -0.142 -0.270 0.076 0.3848
H 1.585143 8.205466 2.229700 -0.283 -0.234 -0.049 0.2971
C 2.452228 -3.342695 -2.923703 -0.103 -0.092 0.168 -0.5202
H -1.492965 -1.340435 -1.547127 0.074 0.209 0.225 0.4270
C -1.200375 -0.454140 -0.977359 0.091 0.023 -0.120 1.3374
H 2.324753 0.772901 -4.172553 0.020 0.173 0.310 0.4486
C 2.762861 2.223066 -0.588017 -0.236 0.134 -0.320 -0.7173
H 2.948614 -2.573071 -3.518116 -0.069 -0.264 0.148 0.4691
C -0.505415 8.233051 2.742110 -0.153 -0.281 -0.029 1.0678
H 5.843598 1.237187 -2.912539 -0.086 -0.074 -0.182 0.3760
H 4.900904 0.121854 -3.932642 -0.009 0.182 0.102 0.3160
H -0.668943 2.295795 -0.817415 0.265 0.060 0.218 0.9135
C -0.529885 -0.704723 0.351815 -0.709 0.497 0.571 1.0435
C 1.589339 -2.958875 -1.888730 0.151 -0.342 -0.367 -0.0680
O 0.048233 -1.854733 0.679887 0.697 -0.495 -0.216 -0.6146
C 1.150075 -5.289972 -1.399611 0.221 0.154 -0.390 -0.3554
H -1.169358 10.266400 2.980445 0.138 -0.168 0.052 0.3432
C 3.872124 1.910708 -1.359210 -0.141 0.054 0.228 -0.9858
C 2.443730 1.187053 -3.168194 -0.218 0.086 0.118 -0.7162
H 4.993938 1.835546 -4.347812 -0.079 -0.114 0.181 0.3113
C 2.028106 -5.674113 -2.421698 -0.144 0.191 0.139 -0.6754
H 1.487769 5.975457 1.127834 -0.213 0.242 0.136 0.3834
```
Forces are in eV/Å.